# 1
DFT (the ωB97M-V functional and the def2-TZVPD basis) results for a single C4H10N2O molecule at a distorted geometry.

```
17
Properties=species:S:1:pos:R:3
N 0.78 -1.78 0.26
C 0.34 -1.32 -1.07
C -0.42 -0.05 -1.14
C 0.29 1.07 -0.38
C -0.04 1.12 1.24
N -1.39 1.27 1.41
O 0.82 1.29 2.15
H 1.80 -1.62 0.53
H 0.19 -1.60 1.04
H 1.24 -1.27 -1.78
H -0.24 -2.26 -1.53
H -0.37 0.41 -2.11
H -1.41 -0.15 -0.79
H 1.45 1.08 -0.56
H 0.02 2.07 -0.72
H -1.38 1.35 2.42
H -1.69 0.41 1.01
```

Results
Total charge: 0
Gap between HOMO and LUMO, eV: 10.0
Energy above the lowest of the compared OMol25 structures with the same formula, charge and spin, kcal/mol: 51.6
Lowest unoccupied orbital energy, eV: 0.83
SMILES: NCCCC(N)=O


# 2
DFT (the ωB97M-V functional and the def2-TZVPD basis) results for a 2-piece molecular cluster, C3H11N2O2 overall.

```
18
Properties=species:S:1:pos:R:3
C 0.63 -1.34 0.65
N 1.81 -0.81 1.32
C 0.76 -1.03 -0.84
N -0.60 -0.93 -1.48
H -0.32 -0.92 1.02
H 0.60 -2.41 0.81
H 1.73 0.19 1.43
H 1.89 -1.19 2.26
H 1.30 -1.80 -1.40
H 1.26 -0.08 -0.99
H -0.51 -0.72 -2.48
H -1.13 -1.80 -1.37
H -1.16 -0.14 -1.10
O -1.66 1.43 -0.53
C -1.19 2.24 0.23
O -1.87 3.31 0.59
H -0.18 2.16 0.67
H -1.37 3.84 1.21
```

Results
Total charge: +1
Gap between HOMO and LUMO, eV: 10.5
Energy above the lowest of the compared OMol25 structures with the same formula, charge and spin, kcal/mol: 31.5
Lowest unoccupied orbital energy, eV: -3.11


# 3
DFT (the ωB97M-V functional and the def2-TZVPD basis) results for a 7-piece molecular cluster, C16H29Cl6NO12 overall at a distorted geometry.

```
64
Properties=species:S:1:pos:R:3
C 3.24 -3.75 -3.56
C 3.47 -2.69 -2.55
N 3.59 -1.85 -1.76
H 2.48 -3.39 -4.25
H 2.82 -4.56 -2.96
H 4.09 -4.07 -4.15
C -6.49 2.09 0.73
O -5.69 0.83 0.83
C -4.89 0.49 -0.24
O -4.76 1.15 -1.29
O -4.14 -0.62 0.05
C -3.10 -0.94 -0.82
H -6.68 2.59 1.68
H -7.49 1.86 0.36
H -6.10 2.86 0.06
H -3.40 -1.12 -1.85
H -2.60 -1.85 -0.51
H -2.37 -0.13 -0.82
C -2.07 2.88 -0.83
O -2.26 3.90 -1.84
C -2.81 5.07 -1.47
O -3.00 5.45 -0.31
O -3.10 5.73 -2.56
C -3.44 7.11 -2.45
H -2.87 2.99 -0.10
H -1.09 3.11 -0.39
H -2.20 1.91 -1.31
H -2.58 7.65 -2.07
H -4.23 7.24 -1.71
H -3.71 7.66 -3.35
C 2.99 -4.49 0.77
O 3.76 -4.75 -0.37
C 4.18 -5.95 -0.45
O 4.32 -6.74 0.47
O 4.38 -6.15 -1.78
C 5.10 -7.26 -2.24
H 2.45 -3.57 0.54
H 3.62 -4.28 1.63
H 2.28 -5.25 1.08
H 4.46 -8.05 -2.62
H 5.79 -7.61 -1.48
H 5.78 -6.94 -3.03
C -2.54 0.26 3.28
O -1.45 1.01 3.67
C -1.26 2.21 3.20
O -1.95 2.87 2.43
O -0.19 2.73 3.93
C 0.26 4.11 3.71
H -2.16 -0.62 2.76
H -3.21 0.83 2.64
H -3.20 -0.05 4.09
H 0.43 4.74 4.59
H -0.40 4.60 2.99
H 1.21 3.90 3.23
C 6.06 -0.71 0.44
Cl 7.62 -0.08 0.97
Cl 4.78 0.50 0.60
Cl 5.77 -2.18 1.40
H 6.14 -0.91 -0.63
C 1.37 -0.02 0.66
Cl 1.94 0.24 2.36
Cl 1.07 1.52 -0.18
Cl -0.19 -0.86 0.62
H 2.13 -0.66 0.20
```

Results
Total charge: -1
Gap between HOMO and LUMO (alpha / beta), eV: 1.8 / 8.3
Multiplicity: 2
Lowest unoccupied orbital energy (alpha / beta), eV: 2.10 / 2.07
⟨S²⟩: 0.75


# 4
DFT (the ωB97M-V functional and the def2-TZVPD basis) results for a 2-piece molecular cluster, C7H14N2O4 overall.

```
27
Properties=species:S:1:pos:R:3
C 1.17 -1.10 1.49
O 0.42 -0.16 0.74
C 0.25 -0.45 -0.63
C 1.10 0.47 -1.49
C 1.10 1.94 -1.10
N 1.68 2.63 -2.27
C 1.56 1.76 -3.37
O 2.12 1.94 -4.43
C 0.69 0.60 -2.96
H 1.72 -1.79 0.85
H 0.51 -1.68 2.14
H 1.89 -0.56 2.11
H -0.81 -0.31 -0.88
H 0.50 -1.49 -0.83
H 2.14 0.14 -1.49
H 1.65 2.17 -0.19
H 0.07 2.28 -0.98
H 2.64 2.93 -2.17
H 0.85 -0.27 -3.60
H -0.36 0.90 -3.03
C -3.58 -1.14 3.21
N -2.24 -1.78 3.07
O -1.98 -2.32 2.02
O -1.50 -1.71 4.02
H -4.12 -1.28 2.28
H -4.07 -1.61 4.05
H -3.40 -0.09 3.42
```

Results
Total charge: 0
Gap between HOMO and LUMO, eV: 9.7
Energy above the lowest of the compared OMol25 structures with the same formula, charge and spin, kcal/mol: 87.8
Lowest unoccupied orbital energy, eV: 0.18
SMILES: COC[C@@H]1CNC(=O)C1.C[N+](=O)[O-]


# 5
DFT (the ωB97M-V functional and the def2-TZVPD basis) results for a 8-piece molecular cluster, C58H63Cl2I2N2 overall at a distorted geometry.

```
127
Properties=species:S:1:pos:R:3
C -1.51 0.03 -1.18
C -0.53 -0.79 -0.75
C 0.87 -0.34 -0.41
C 1.11 -0.11 1.06
C 1.67 1.08 1.48
C 2.01 2.18 0.53
Cl 3.61 2.29 -0.11
C 1.09 3.09 0.20
C 1.34 4.26 -0.71
Cl -0.52 2.92 0.85
C 1.91 1.27 2.82
N 1.58 0.32 3.66
C 1.88 0.61 5.13
I 1.31 -1.10 6.33
C 1.15 1.90 5.60
C -0.08 1.73 6.50
N 1.05 -0.83 3.35
C 0.84 -1.05 2.08
C 0.26 -2.42 1.72
I 1.24 -3.88 3.00
C -1.26 -2.40 1.96
C -2.05 -3.37 1.05
H -2.48 -0.04 -0.70
H -1.42 0.76 -1.98
H -0.76 -1.84 -0.64
H 1.02 0.63 -0.90
H 1.67 -0.99 -0.81
H 0.42 4.85 -0.74
H 2.09 4.93 -0.29
H 1.58 3.97 -1.74
H 2.36 2.19 3.17
H 2.96 0.66 5.23
H 0.87 2.56 4.78
H 1.89 2.45 6.20
H -0.84 1.07 6.09
H -0.56 2.72 6.57
H 0.18 1.48 7.53
H 0.54 -2.71 0.72
H -1.44 -2.61 3.02
H -1.65 -1.39 1.79
H -2.84 -3.91 1.59
H -1.42 -4.09 0.54
H -2.57 -2.78 0.29
C -5.46 2.85 -3.51
C -4.87 3.50 -4.59
C -3.54 3.88 -4.52
C -2.80 3.62 -3.38
C -3.39 2.97 -2.30
C -4.72 2.59 -2.37
H -6.50 2.55 -3.57
H -5.45 3.70 -5.48
H -3.08 4.39 -5.36
H -1.76 3.92 -3.33
H -2.81 2.76 -1.41
H -5.19 2.09 -1.53
C -2.62 -6.01 -2.51
C -3.30 -4.86 -2.14
C -4.65 -4.92 -1.83
C -5.32 -6.13 -1.89
C -4.64 -7.29 -2.26
C -3.29 -7.23 -2.57
H -1.56 -5.97 -2.75
H -2.77 -3.92 -2.09
H -5.18 -4.02 -1.55
H -6.37 -6.18 -1.65
H -5.16 -8.23 -2.30
H -2.76 -8.13 -2.86
C 8.30 -0.57 -1.74
C 7.19 0.24 -1.55
C 6.50 0.21 -0.35
C 6.93 -0.62 0.68
C 8.04 -1.44 0.49
C 8.72 -1.41 -0.72
H 8.83 -0.56 -2.68
H 6.86 0.90 -2.35
H 5.64 0.85 -0.21
H 6.39 -0.64 1.62
H 8.37 -2.09 1.29
H 9.58 -2.05 -0.86
C 6.19 -0.74 -4.92
C 7.21 -1.38 -5.61
C 7.65 -0.86 -6.82
C 7.08 0.29 -7.34
C 6.06 0.93 -6.65
C 5.61 0.41 -5.44
H 5.84 -1.14 -3.97
H 7.66 -2.27 -5.20
H 8.45 -1.36 -7.36
H 7.43 0.69 -8.28
H 5.61 1.83 -7.05
H 4.81 0.91 -4.90
C -9.15 -3.80 1.68
C -7.86 -3.38 1.41
C -6.85 -4.31 1.21
C -7.14 -5.67 1.27
C -8.44 -6.09 1.53
C -9.44 -5.15 1.74
H -9.94 -3.07 1.84
H -7.63 -2.32 1.35
H -5.84 -3.98 1.00
H -6.36 -6.40 1.11
H -8.67 -7.14 1.58
H -10.45 -5.48 1.96
C -3.42 1.17 8.39
C -2.97 2.03 9.39
C -3.86 2.91 10.00
C -5.19 2.92 9.62
C -5.64 2.06 8.63
C -4.75 1.19 8.01
H -2.73 0.49 7.91
H -1.93 2.02 9.69
H -3.51 3.58 10.77
H -5.88 3.60 10.10
H -6.68 2.07 8.33
H -5.10 0.52 7.23
C 4.52 4.75 -3.97
C 5.54 4.11 -4.67
C 5.98 4.62 -5.88
C 5.41 5.78 -6.39
C 4.39 6.42 -5.70
C 3.94 5.90 -4.49
H 4.17 4.34 -3.03
H 6.00 3.21 -4.26
H 6.78 4.13 -6.42
H 5.76 6.18 -7.33
H 3.94 7.32 -6.10
H 3.14 6.39 -3.95
```

Results
Total charge: +1
Gap between HOMO and LUMO, eV: 6.5
Lowest unoccupied orbital energy, eV: -4.21


# 6
DFT (the ωB97M-V functional and the def2-TZVPD basis) results for a single C22H18F3N3O3S molecule at a distorted geometry.

```
50
Properties=species:S:1:pos:R:3
O -3.39 -0.49 3.11
C -2.33 -0.70 2.58
O -1.24 -0.52 3.36
C -2.12 -1.30 1.10
N -0.97 -0.81 0.44
C 0.12 -1.65 0.14
C 0.82 -1.00 -0.90
C 2.05 -1.58 -1.62
C 2.96 -2.41 -0.80
N 2.67 -3.63 -0.58
C 3.70 -4.10 0.21
C 3.67 -5.36 0.83
F 2.53 -6.16 0.80
C 4.92 -5.89 1.33
F 4.93 -7.20 1.66
C 6.00 -5.05 1.54
C 6.05 -3.74 1.11
F 7.07 -2.98 1.60
C 4.91 -3.27 0.35
S 4.45 -1.72 -0.31
C 0.19 0.25 -1.27
C 0.31 1.27 -2.25
C -0.48 2.35 -2.28
C -1.45 2.40 -1.30
N -2.39 3.47 -1.40
C -3.79 3.19 -1.35
C -4.56 3.82 -0.07
O -4.09 5.19 0.28
C -2.65 5.29 0.43
C -1.97 4.87 -0.94
C -1.68 1.45 -0.31
C -0.89 0.27 -0.41
H -1.74 -0.09 4.07
H -2.13 -2.46 1.08
H -3.01 -0.93 0.57
H 0.33 -2.46 0.81
H 1.69 -2.26 -2.49
H 2.47 -0.69 -2.08
H 6.88 -5.45 2.09
H 1.10 1.37 -2.96
H -0.41 3.08 -3.08
H -3.92 2.15 -1.39
H -4.26 3.63 -2.21
H -5.63 3.78 -0.28
H -4.34 3.19 0.80
H -2.43 4.51 1.20
H -2.30 6.30 0.77
H -2.34 5.61 -1.66
H -0.95 5.03 -0.80
H -2.38 1.45 0.47
```

Results
Total charge: 0
Gap between HOMO and LUMO, eV: 8.1
Lowest unoccupied orbital energy, eV: 0.35
SMILES: O=C(O)Cn1cc(Cc2nc3c(F)c(F)cc(F)c3s2)c2ccc(N3CCOCC3)cc21


# 7
DFT (the ωB97M-V functional and the def2-TZVPD basis) results for a single C3H6N4O molecule at a distorted geometry.

```
14
Properties=species:S:1:pos:R:3
C -0.11 0.31 1.73
C 0.23 0.35 0.28
N -0.16 -0.25 -0.78
C -1.33 -1.01 -0.99
N 0.76 -0.05 -1.88
N 1.73 0.61 -1.47
N 1.69 0.94 -0.21
O 2.49 1.52 0.49
H 0.75 0.87 2.21
H -1.11 0.83 1.85
H -0.04 -0.73 2.03
H -1.59 -0.68 -1.93
H -1.15 -2.13 -0.97
H -2.17 -0.59 -0.33
```

Results
Total charge: 0
Gap between HOMO and LUMO, eV: 8.3
Energy above the lowest of the compared OMol25 structures with the same formula, charge and spin, kcal/mol: 130.5
Lowest unoccupied orbital energy, eV: 0.50
SMILES: Cc1n(C)nn[n+]1[O-]


# 8
DFT (the ωB97M-V functional and the def2-TZVPD basis) results for a single C4H8N2 molecule at a distorted geometry.

```
14
Properties=species:S:1:pos:R:3
C 2.06 0.09 -0.03
C 0.60 0.50 0.03
N -0.24 -0.52 -0.60
C -1.66 -0.25 -0.50
C -2.16 -0.08 0.89
N -2.48 0.05 1.99
H 2.70 0.83 0.46
H 2.39 -0.02 -1.07
H 2.22 -0.87 0.47
H 0.30 0.68 1.08
H 0.45 1.44 -0.51
H -0.04 -1.42 -0.20
H -2.22 -1.07 -0.97
H -1.91 0.66 -1.05
```

Results
Total charge: 0
Gap between HOMO and LUMO, eV: 10.7
Energy above the lowest of the compared OMol25 structures with the same formula, charge and spin, kcal/mol: 11.4
Lowest unoccupied orbital energy, eV: 0.95
SMILES: CCNCC#N